# 1
Entry from the Open Molecules 2025 dataset: 13 unconnected molecules or ions with the total composition C3H33NO13 (the ωB97M-V functional and the def2-TZVPD basis).

The spin multiplicity is 1. The HOMO energy comes out at -10.152 eV. The value obtained for the energy above the lowest of the compared OMol25 structures with the same formula, charge and spin is 138.21 kcal/mol. For the HOMO-LUMO gap, the calculation gives 10.2 eV.

Each line ends with the Löwdin charge.
Geometry (Å):
1 C 1.194 2.452 -1.841  -0.20
2 O 1.253 1.112 -2.233  -0.14
3 C 0.137 2.665 -0.714  -0.43
4 C -0.603 4.046 -0.925  -0.05
5 N 0.578 2.695 0.674  0.03
6 H 0.897 3.162 -2.697  0.14
7 H 2.273 2.679 -1.408  0.16
8 H 1.263 0.919 -3.235  0.19
9 H -0.468 1.790 -0.809  0.09
10 H -0.984 4.598 0.001  0.10
11 H 0.098 4.563 -1.725  0.10
12 H -1.561 4.086 -1.409  0.05
13 H 0.782 3.728 0.886  0.11
14 H 1.483 2.202 0.809  0.09
15 H -2.301 1.438 0.860  0.01
16 H -2.099 0.454 1.794  0.03
17 O -2.792 0.644 1.083  -0.09
18 H 0.588 1.899 3.112  0.01
19 H 1.165 1.741 4.603  0.02
20 O 1.408 1.876 3.687  -0.10
21 H -4.915 -0.548 0.142  -0.01
22 H -3.577 -0.610 -0.498  0.01
23 O -4.316 -1.168 -0.187  -0.06
24 H 4.001 -0.789 1.340  0.09
25 H 2.981 -1.922 1.735  0.03
26 O 3.099 -1.158 1.160  -0.07
27 H -3.911 1.150 -3.078  0.10
28 H -2.873 1.403 -2.025  -0.08
29 O -2.954 1.423 -2.896  -0.02
30 H -0.046 -0.279 -0.301  0.04
31 H 0.513 -0.122 -1.615  0.02
32 O -0.069 -0.847 -1.144  -0.13
33 H 2.741 -3.816 1.250  -0.02
34 H 1.541 -4.372 0.449  -0.06
35 O 2.096 -4.471 1.153  0.01
36 H 2.948 0.672 -1.614  -0.03
37 H 4.191 -0.183 -1.521  -0.02
38 O 3.739 0.481 -1.153  0.02
39 H -0.472 -3.860 -1.183  0.01
40 H -1.060 -3.819 0.203  0.08
41 O -0.207 -3.740 -0.271  -0.05
42 H -0.897 0.087 3.797  0.11
43 H -0.254 0.082 2.492  -0.03
44 O -0.841 0.620 2.974  -0.06
45 H 1.345 -0.691 1.663  0.01
46 H 0.648 -2.045 1.479  0.07
47 O 0.799 -1.316 2.140  -0.07
48 H -1.583 -3.657 -2.720  -0.01
49 H -2.098 -2.661 -1.809  0.08
50 O -2.313 -3.597 -2.165  -0.05

***

# 2
Entry from the Open Molecules 2025 dataset: 13 unconnected molecules or ions with the total composition C3H33NO13S (the ωB97M-V functional and the def2-TZVPD basis).

The spin multiplicity is 1. The HOMO energy comes out at -8.747 eV. The value obtained for the energy above the lowest of the compared OMol25 structures with the same formula, charge and spin is 95.18 kcal/mol. For the HOMO-LUMO gap, the calculation gives 8.6 eV.

Each line ends with the Löwdin charge.
Geometry (Å):
1 C -0.447 -0.856 -0.896  -0.27
2 O -0.213 0.414 -0.553  -0.16
3 C -1.819 -1.379 -0.271  -0.35
4 C -2.772 -0.032 -0.315  -0.42
5 S -4.579 -0.597 -0.332  0.68
6 N -1.669 -1.991 0.986  0.07
7 H -0.559 -1.022 -1.960  0.12
8 H 0.548 -1.235 -0.606  0.10
9 H -0.444 0.502 0.533  0.19
10 H -2.265 -2.121 -0.960  0.13
11 H -2.602 0.353 -1.295  0.03
12 H -2.689 0.584 0.540  0.01
13 H -4.491 -1.858 0.005  -0.19
14 H -1.059 -1.685 1.585  -0.02
15 H -1.261 -2.865 0.904  0.03
16 H -1.237 1.960 -1.143  0.05
17 H -1.906 3.287 -1.590  0.11
18 O -1.657 2.389 -1.955  -0.10
19 H 2.833 -1.223 2.222  -0.07
20 H 2.513 -1.663 0.876  0.02
21 O 2.828 -1.952 1.755  0.02
22 H 3.249 0.872 -0.411  -0.01
23 H 1.690 0.869 -0.186  0.04
24 O 2.571 0.420 -0.105  -0.02
25 H 1.784 2.125 -2.565  -0.10
26 H 1.630 3.294 -1.590  0.13
27 O 2.067 2.381 -1.818  0.01
28 H 0.422 -3.053 -1.672  0.02
29 H 1.384 -3.383 -2.946  -0.04
30 O 0.575 -3.228 -2.607  -0.01
31 H 0.653 2.441 1.674  -0.03
32 H 1.425 2.713 0.609  0.02
33 O 0.504 2.703 0.813  -0.01
34 H 2.401 0.635 1.506  0.05
35 H 0.946 0.249 2.119  0.04
36 O 1.735 0.855 2.266  -0.13
37 H -3.435 1.858 2.075  -0.02
38 H -2.043 2.396 2.526  0.06
39 O -2.884 2.580 1.996  -0.05
40 H 0.502 -4.169 1.685  -0.02
41 H 0.938 -2.669 1.646  0.09
42 O 0.212 -3.367 1.921  -0.04
43 H 2.912 -1.023 -1.983  0.11
44 H 3.646 -2.386 -1.771  -0.05
45 O 2.923 -1.962 -1.581  0.00
46 H -0.100 1.345 3.897  0.03
47 H -0.908 0.244 4.371  0.06
48 O -0.550 0.597 3.563  -0.02
49 H -0.462 3.004 -2.997  0.06
50 H -0.798 1.969 -4.020  0.07
51 O -0.043 2.680 -3.944  -0.20

***

# 3
Entry from the Open Molecules 2025 dataset: 13 unconnected molecules or ions with the total composition C3H34NO13S2 (the ωB97M-V functional and the def2-TZVPD basis).

The spin multiplicity is 1. The HOMO energy comes out at -11.314 eV. Its total charge is +1. The value obtained for the energy above the lowest of the compared OMol25 structures with the same formula, charge and spin is 28.82 kcal/mol. For the HOMO-LUMO gap, the calculation gives 8.6 eV.

Each line ends with the Löwdin charge.
Geometry (Å):
1 N -1.549 1.473 0.331  0.24
2 C -0.666 2.473 1.091  -0.32
3 C 0.661 2.625 0.383  -0.21
4 O 0.546 1.855 -0.840  -0.13
5 C -0.434 1.823 2.436  -0.44
6 S 0.676 2.959 3.485  0.43
7 S -0.280 3.467 5.199  0.32
8 H -1.864 1.908 -0.532  0.17
9 H -2.302 1.332 1.011  0.13
10 H -1.019 0.635 0.086  0.14
11 H -1.148 3.455 1.150  0.16
12 H 1.668 2.302 0.731  0.14
13 H 0.976 3.634 0.064  0.12
14 H 1.128 2.158 -1.551  0.10
15 H -1.295 1.593 3.032  0.07
16 H 0.209 0.927 2.381  0.06
17 H -0.433 2.269 5.770  -0.19
18 H 3.138 -2.502 0.121  0.05
19 H 2.984 -2.879 -1.222  0.06
20 O 2.651 -2.170 -0.641  -0.05
21 H -1.490 -1.301 -5.306  0.03
22 H -0.580 -2.442 -5.839  0.07
23 O -0.606 -1.684 -5.222  -0.06
24 H 1.082 -1.747 3.091  -0.01
25 H -0.188 -1.493 3.953  0.06
26 O 0.539 -1.050 3.476  -0.09
27 H 5.254 -1.877 -1.327  0.01
28 H 6.476 -1.669 -0.430  0.05
29 O 5.731 -1.198 -0.835  -0.07
30 H 0.429 4.991 -2.707  0.06
31 H -0.889 4.797 -1.903  0.03
32 O -0.093 4.363 -2.187  -0.04
33 H 1.745 -0.589 -2.428  0.06
34 H 1.095 -0.470 -1.008  0.03
35 O 0.942 -0.398 -1.947  -0.06
36 H -3.646 -1.712 -2.962  0.02
37 H -4.401 -1.828 -4.310  0.05
38 O -3.528 -1.722 -3.916  -0.05
39 H 0.328 -1.842 -3.021  0.03
40 H -0.351 -2.952 -3.407  0.05
41 O 0.032 -2.659 -2.559  -0.09
42 H -0.643 -3.034 1.765  0.05
43 H -0.085 -2.447 0.461  0.00
44 O 0.150 -2.656 1.368  -0.05
45 H 2.943 -1.987 3.543  0.05
46 H 2.310 -2.552 4.772  0.04
47 O 2.648 -2.832 3.919  -0.05
48 H -4.680 2.111 0.934  0.04
49 H -4.601 2.895 2.226  0.07
50 O -4.379 2.026 1.844  -0.05
51 H -2.329 -2.530 -0.503  0.04
52 H -1.040 -2.087 -1.269  0.00
53 O -1.818 -1.765 -0.751  -0.08

***

# 4
Entry from the Open Molecules 2025 dataset: a molecular structure, C3H36ClFGaO14 (the ωB97M-V functional and the def2-TZVPD basis).

The spin multiplicity is 1. The HOMO energy comes out at -4.882 eV. Its total charge is -1. For the HOMO-LUMO gap, the calculation gives 7.0 eV.

Each line ends with the Löwdin charge.
Geometry (Å):
1 C 3.144 0.096 -0.801  -0.15
2 C 2.228 -1.110 -0.173  -0.77
3 Cl 3.170 -2.681 0.155  0.42
4 C 0.872 -1.400 -1.053  -0.35
5 Ga -0.509 0.093 -0.518  0.38
6 F -0.369 0.570 1.349  -0.44
7 H 3.485 -0.074 -1.910  0.07
8 H 2.577 1.109 -0.614  0.08
9 H 4.149 0.123 -0.157  0.05
10 H 1.854 -0.726 0.890  0.08
11 H 1.096 -1.376 -2.223  0.06
12 H 0.433 -2.481 -0.847  0.03
13 H -0.135 1.392 -1.377  -0.10
14 H -1.990 -0.460 -0.770  -0.09
15 O -3.609 -0.742 -2.302  -0.11
16 H -4.201 -1.407 -1.918  0.00
17 H -4.159 -0.292 -2.961  0.05
18 O -3.470 -2.785 0.543  -0.08
19 H -2.937 -3.446 1.010  0.04
20 H -3.196 -1.943 0.937  0.00
21 O -4.370 -3.160 -4.047  -0.07
22 H -3.837 -3.821 -3.580  0.05
23 H -4.096 -2.318 -3.653  -0.01
24 O 1.482 1.352 3.393  -0.08
25 H 1.102 0.811 2.685  0.00
26 H 0.807 1.336 4.088  0.02
27 O -3.958 -1.531 3.162  -0.05
28 H -4.030 -0.894 3.889  0.05
29 H -4.822 -1.969 3.150  0.06
30 O 4.233 1.233 -3.994  -0.08
31 H 4.472 2.123 -3.693  0.02
32 H 5.029 0.918 -4.447  0.03
33 O 0.884 -5.219 -2.082  -0.08
34 H 0.677 -4.832 -2.946  0.03
35 H 1.373 -4.519 -1.623  0.00
36 O -6.470 -2.134 -1.869  -0.06
37 H -6.850 -2.675 -2.578  0.04
38 H -7.145 -2.150 -1.174  0.04
39 O 4.356 3.635 -5.261  -0.06
40 H 5.117 3.982 -5.750  0.04
41 H 3.592 4.034 -5.702  0.05
42 O 1.276 4.556 3.102  -0.08
43 H 1.690 3.701 2.912  0.02
44 H 1.998 5.194 2.999  0.00
45 O 5.886 1.348 0.461  -0.07
46 H 6.419 0.687 0.928  0.04
47 H 6.160 2.190 0.855  0.04
48 O -3.190 -4.259 4.220  -0.07
49 H -4.005 -4.376 4.731  0.03
50 H -3.141 -3.302 4.074  0.00
51 O 2.210 7.441 3.242  -0.06
52 H 1.395 7.324 3.753  0.05
53 H 2.259 8.398 3.096  0.04
54 O -1.479 1.718 3.735  -0.07
55 H -1.150 1.496 2.851  0.00
56 H -2.306 1.219 3.810  0.02